1.
This record from the Open Molecules 2025 dataset describes one molecule with the formula C4H8O2. The level of theory is wB97M-V/def2-TZVPD.

```
14
Properties=species:S:1:pos:R:3:lowdin_charge:R:1
O -0.19 -1.50 -0.64 -0.11
C -0.77 -0.35 -1.24 -0.22
C -0.57 0.88 -0.31 -0.16
C -0.08 0.53 1.08 -0.12
C 1.17 0.06 1.27 -0.22
O 1.93 -0.44 0.28 0.00
H 1.29 -0.93 -0.33 0.07
H -1.83 -0.56 -1.42 0.11
H -0.28 -0.20 -2.21 0.12
H -1.50 1.45 -0.25 0.11
H 0.18 1.54 -0.75 0.11
H -0.66 0.82 1.95 0.10
H -0.35 -1.34 0.32 0.08
H 1.66 0.04 2.24 0.12
```

Properties
HOMO: -8.988 eV
SMILES: O/C=C\CCO
LUMO level: 0.92 eV
gap between HOMO and LUMO: 9.91 eV

2.
This record from the Open Molecules 2025 dataset describes one molecule with the formula C3H6N2 in a non-equilibrium geometry. The level of theory is wB97M-V/def2-TZVPD.

```
11
Properties=species:S:1:pos:R:3:lowdin_charge:R:1
C 0.40 0.57 -0.74 -0.22
C 0.78 -0.17 0.56 -0.15
C -0.55 -0.72 1.02 -0.19
H 0.97 0.28 -1.65 0.11
H 0.53 1.63 -0.53 0.10
H 1.24 0.46 1.30 0.09
H 1.44 -1.04 0.41 0.11
H -0.73 -1.39 1.87 0.10
H -1.59 0.61 -1.59 0.13
N -1.52 -0.49 0.20 0.03
N -0.98 0.27 -0.85 -0.12
```

Properties
HOMO: -7.883 eV
SMILES: C1=NNCC1
LUMO level: 1.16 eV
gap between HOMO and LUMO: 9.05 eV

3.
This record from the Open Molecules 2025 dataset describes a 2-piece molecular cluster, H2 overall in a non-equilibrium geometry. The level of theory is wB97M-V/def2-TZVPD.

```
2
Properties=species:S:1:pos:R:3:lowdin_charge:R:1
H 0.00 0.00 1.46 0.00
H 0.00 0.00 -1.46 0.00
```

Properties
HOMO: -9.278 eV
LUMO level: -3.84 eV
gap between HOMO and LUMO: 5.43 eV

4.
This record from the Open Molecules 2025 dataset describes C43H42AsBrCaCl3N11O4S5Se as an isolated structure in a non-equilibrium geometry. The level of theory is wB97M-V/def2-TZVPD.

```
112
Properties=species:S:1:pos:R:3:lowdin_charge:R:1
Ca 0.19 -1.23 0.04 0.88
S 5.06 -1.49 -1.17 -0.26
As 3.04 -2.17 -1.46 -0.59
S 2.24 -2.94 0.42 -0.11
S 1.79 -0.48 -2.07 -0.13
S 2.94 -3.76 -2.90 -0.30
O -6.34 0.46 -1.72 0.05
C -5.05 0.44 -1.29 -0.32
C -4.52 -0.61 -0.57 0.00
C -3.19 -0.53 -0.17 -0.12
N -2.40 0.51 -0.44 0.03
C -2.93 1.48 -1.14 -0.75
Br -1.82 2.97 -1.50 0.81
C -4.25 1.53 -1.59 -0.06
H -6.75 -0.37 -1.48 0.10
H -5.11 -1.49 -0.34 0.11
H -2.74 -1.35 0.39 0.08
H -4.63 2.37 -2.15 0.11
N 2.44 -0.03 5.43 0.08
C 2.78 0.08 4.07 -0.39
C 1.81 -0.08 3.08 -0.11
N 2.12 0.04 1.80 0.05
C 3.38 0.32 1.49 -0.18
C 4.33 0.48 2.48 -0.12
N 4.04 0.37 3.78 0.10
H 1.70 -0.69 5.60 0.08
H 3.24 -0.17 6.02 0.07
H 0.79 -0.35 3.32 0.08
H 3.65 0.35 0.44 0.03
H 5.36 0.68 2.23 0.10
C -0.41 3.13 4.77 -0.05
N -1.49 2.93 3.81 -0.21
C -2.85 2.96 4.34 -0.07
C -1.25 2.09 2.79 -0.28
N -1.03 1.39 1.90 0.23
H -0.50 4.12 5.21 0.08
H 0.54 3.05 4.25 0.09
H -0.43 2.38 5.57 0.09
H -3.03 3.93 4.80 0.08
H -3.01 2.18 5.10 0.09
H -3.56 2.80 3.54 0.09
Cl 4.42 -0.45 -5.93 0.69
C 4.28 1.01 -5.03 -0.67
C 3.13 1.77 -5.13 -0.09
C 3.03 2.95 -4.41 -0.01
C 4.05 3.38 -3.56 -0.18
C 3.95 4.70 -2.83 -0.27
C 3.91 4.66 -1.29 -0.08
N 2.77 4.02 -0.66 -0.08
C 1.94 4.68 0.22 -0.11
C 1.05 3.75 0.67 -0.19
N 1.33 2.52 0.12 0.07
C 2.37 2.71 -0.66 -0.17
O 2.94 5.53 -3.40 -0.13
C 1.61 5.34 -2.97 -0.17
C 0.64 5.82 -4.02 -0.29
C 0.80 6.82 -4.93 -0.96
Cl 2.12 7.88 -5.18 0.65
S -0.60 7.03 -5.93 0.96
C -1.42 5.77 -5.11 -0.42
C -0.65 5.22 -4.14 -0.15
C 5.19 2.59 -3.50 -0.56
Cl 6.58 3.09 -2.56 0.70
C 5.32 1.40 -4.20 -0.12
H 2.32 1.45 -5.77 0.11
H 2.14 3.55 -4.52 0.11
H 4.88 5.24 -3.04 0.14
H 3.91 5.70 -0.97 0.13
H 4.82 4.20 -0.94 0.09
H 2.04 5.74 0.42 0.11
H 0.22 3.88 1.35 0.07
H 2.83 1.94 -1.27 0.07
H 1.42 5.89 -2.04 0.13
H 1.40 4.29 -2.77 0.12
H -2.42 5.50 -5.42 0.06
H -0.98 4.40 -3.51 0.02
H 6.19 0.78 -4.10 0.10
C -2.73 -6.26 6.26 -0.07
C -2.31 -5.34 5.14 -0.29
C -1.32 -5.72 4.24 -0.02
C -0.93 -4.89 3.19 -0.19
C 0.14 -5.33 2.23 -0.04
C -1.54 -3.64 3.06 -0.05
C -2.52 -3.23 3.97 -0.20
C -3.18 -1.88 3.84 -0.04
C -2.90 -4.09 4.99 -0.03
C -1.16 -2.70 1.93 -0.66
O -1.44 -3.06 0.75 -0.10
O -0.64 -1.60 2.22 -0.16
H -2.26 -7.24 6.16 0.07
H -3.81 -6.40 6.28 0.07
H -2.43 -5.86 7.24 0.07
H -0.84 -6.69 4.34 0.11
H 0.57 -6.29 2.53 0.07
H 0.94 -4.59 2.15 0.02
H -0.27 -5.44 1.22 0.08
H -3.82 -1.85 2.95 0.08
H -2.43 -1.10 3.71 0.07
H -3.79 -1.66 4.71 0.07
H -3.67 -3.78 5.69 0.11
Se -2.04 0.22 -5.09 1.04
N -2.08 -1.47 -5.63 -0.25
C -1.72 -2.18 -4.58 -0.40
C -1.55 -3.59 -4.58 -0.02
C -1.14 -4.16 -3.43 -0.04
C -0.92 -3.36 -2.26 -0.12
N -1.07 -2.07 -2.19 0.06
C -1.45 -1.45 -3.35 -0.46
N -1.57 -0.14 -3.43 -0.22
H -1.71 -4.16 -5.49 0.11
H -0.95 -5.22 -3.38 0.11
H -0.59 -3.84 -1.34 0.09
```

Properties
HOMO: -0.756 eV
LUMO level: 3.15 eV
gap between HOMO and LUMO: 3.91 eV
total charge: -2

5.
This record from the Open Molecules 2025 dataset describes C21H26CrN4S2 as an isolated structure. The level of theory is wB97M-V/def2-TZVPD.

```
54
Properties=species:S:1:pos:R:3:mulliken_spin:R:1
Cr 0.94 -0.35 -0.42 4.02
C 0.62 -3.38 -0.36 0.02
N 0.38 -2.24 0.57 -0.10
C -1.08 -2.10 0.85 0.00
C -1.35 -0.77 1.52 -0.02
N -1.15 0.35 0.58 0.03
C -0.90 1.61 1.29 0.01
C -2.24 0.44 -0.38 0.02
C -3.45 1.01 0.03 0.00
C -4.52 1.13 -0.84 0.00
C -4.37 0.67 -2.15 0.00
C -3.18 0.09 -2.55 0.00
C -2.09 -0.04 -1.68 -0.03
S -0.62 -0.84 -2.27 -0.02
C 1.12 -2.52 1.82 0.12
C 0.79 -3.63 2.59 -0.01
C 1.49 -3.92 3.75 0.01
C 2.53 -3.09 4.14 0.00
C 2.86 -1.98 3.37 0.01
C 2.16 -1.68 2.19 -0.06
S 2.61 -0.25 1.26 -0.05
H 0.26 -4.32 0.07 0.01
H 1.69 -3.47 -0.54 0.02
H 0.10 -3.20 -1.30 -0.01
H -1.42 -2.91 1.50 0.00
H -1.61 -2.18 -0.09 -0.01
H -0.65 -0.64 2.35 0.00
H -2.36 -0.77 1.93 0.00
H -1.70 1.88 1.98 0.00
H -0.77 2.41 0.57 -0.01
H 0.02 1.50 1.87 0.01
H -3.56 1.36 1.05 0.00
H -5.45 1.57 -0.51 0.00
H -5.20 0.75 -2.84 0.00
H -3.07 -0.28 -3.57 0.00
H -0.01 -4.29 2.28 0.00
H 1.23 -4.79 4.33 0.00
H 3.09 -3.30 5.04 0.00
H 3.67 -1.33 3.67 0.00
C 0.97 3.34 -4.43 0.00
C 1.33 2.91 -3.04 0.02
C 1.96 3.56 -2.01 0.01
C 2.01 2.65 -0.94 0.05
N 1.44 1.49 -1.31 -0.11
N 1.05 1.69 -2.59 0.05
C 2.62 2.94 0.39 0.00
H 1.28 4.37 -4.59 0.00
H -0.11 3.28 -4.58 0.00
H 1.45 2.71 -5.18 0.00
H 2.34 4.57 -2.01 0.00
H 0.51 0.93 -3.02 0.01
H 2.81 4.00 0.47 0.00
H 3.56 2.41 0.51 0.00
H 1.97 2.63 1.21 0.00
```

Properties
HOMO (spin up / spin down): -6.965 / -7.469 eV
⟨S²⟩: 6.02
LUMO level (spin up / spin down): 0.64 / 0.60 eV
spin multiplicity: 5
gap between HOMO and LUMO (spin up / spin down): 7.60 / 8.07 eV

6.
This record from the Open Molecules 2025 dataset describes one molecule with the formula C7H12 in a non-equilibrium geometry. The level of theory is wB97M-V/def2-TZVPD.

```
19
Properties=species:S:1:pos:R:3:lowdin_charge:R:1
C -2.16 -0.13 0.66 -0.09
C -1.13 1.01 0.52 -0.20
C 0.26 0.38 0.44 -0.36
C 0.79 -0.21 1.55 -0.01
C 1.04 1.21 -1.34 0.07
C 0.74 -0.07 -0.86 -0.29
C 1.40 -1.34 -1.17 -0.05
H -1.77 -0.76 1.45 0.07
H -3.15 0.23 0.97 0.07
H -2.28 -0.70 -0.26 0.07
H -1.26 1.69 1.36 0.11
H -1.34 1.57 -0.40 0.09
H 0.96 -1.28 1.54 0.05
H 0.70 0.28 2.51 0.05
H 2.09 1.49 -1.48 0.08
H 0.32 1.74 -1.94 0.08
H 2.27 -1.47 -0.49 0.10
H 1.79 -1.49 -2.17 0.08
H 0.74 -2.17 -0.90 0.09
```

Properties
HOMO: -7.018 eV
SMILES: C=C(C)C(=C)CC
LUMO level: -0.02 eV
gap between HOMO and LUMO: 6.99 eV

7.
This record from the Open Molecules 2025 dataset describes C3H3O3Tl as an isolated structure in a non-equilibrium geometry. The level of theory is wB97M-V/def2-TZVPD.

```
10
Properties=species:S:1:pos:R:3:mulliken_spin:R:1
C -0.05 -1.77 -0.06 0.39
C -0.84 -0.69 0.02 0.16
O -0.43 0.57 0.26 0.26
Tl -1.13 2.21 1.16 0.12
H 1.03 -1.71 0.07 0.03
H -0.50 -2.74 -0.28 0.02
H -1.92 -0.78 -0.14 0.01
O 0.79 2.57 0.15 0.03
C 1.10 1.51 -0.36 -0.03
O 1.95 0.85 -0.83 0.01
```

Properties
HOMO (spin up / spin down): -14.466 / -14.199 eV
⟨S²⟩: 0.77
LUMO level (spin up / spin down): -4.14 / -8.66 eV
spin multiplicity: 2
gap between HOMO and LUMO (spin up / spin down): 10.33 / 5.54 eV
total charge: +1

What are the energy above the lowest of the compared OMol25 structures with the same formula, charge and spin values for these records? In order: 42.2 36.2 162.0 44.1 0.0 111.6 63.3 kcal per mole.
What are the calculated total energy values for these records? In order: -8371.452 -6186.975 -24.563 -376270.059 -78253.922 -7448.592 -13985.285 eV.